Entry 1:
{"formula": "C22H34N2O5", "method": "ωB97M-V/def2-TZVPD", "elements": ["C", "C", "C", "C", "C", "C", "C", "C", "O", "C", "C", "C", "O", "N", "C", "C", "C", "C", "N", "C", "O", "C", "O", "C", "C", "C", "C", "O", "C", "H", "H", "H", "H", "H", "H", "H", "H", "H", "H", "H", "H", "H", "H", "H", "H", "H", "H", "H", "H", "H", "H", "H", "H", "H", "H", "H", "H", "H", "H", "H", "H", "H", "H"], "xyz": [[2.88128, 1.63238, -5.59737], [3.22533, 1.01210, -4.24191], [3.77109, 2.03261, -3.27805], [5.13171, 2.16718, -3.05562], [5.64293, 3.15023, -2.21429], [4.77403, 4.02283, -1.58777], [3.40157, 3.91075, -1.78604], [2.90757, 2.91658, -2.61846], [1.57879, 2.72100, -2.85747], [0.66265, 3.64572, -2.30833], [-0.73396, 3.15836, -2.65803], [-0.93403, 1.69009, -2.30831], [-0.98641, 0.85226, -3.19304], [-1.04005, 1.35446, -0.98968], [-1.01291, 2.28609, 0.12483], [-1.15006, -0.04848, -0.62137], [0.19173, -0.63542, -0.15424], [1.12253, -0.93697, -1.31400], [-0.03591, -1.84624, 0.62451], [-0.47460, -1.78975, 1.90621], [-0.78982, -0.74627, 2.44764], [-0.59406, -3.15140, 2.59556], [-1.32455, -3.11005, 3.78003], [-2.71328, -2.90805, 3.57049], [-3.40751, -2.83071, 4.91715], [-3.27234, -4.12338, 5.72818], [-4.40594, -4.99671, 5.17831], [-5.32729, -4.11914, 4.52249], [-4.91775, -2.77206, 4.72846], [2.48288, 0.88040, -6.27910], [2.12862, 2.41195, -5.47919], [3.76568, 2.07834, -6.05569], [2.32774, 0.55214, -3.82717], [3.96719, 0.22158, -4.37454], [5.80779, 1.48407, -3.55746], [6.71045, 3.23168, -2.05918], [5.15224, 4.80039, -0.93680], [2.73538, 4.60370, -1.29036], [0.79408, 3.69927, -1.22255], [0.83538, 4.64497, -2.72097], [-1.46876, 3.80449, -2.17691], [-0.88317, 3.22034, -3.73458], [-1.18347, 3.30518, -0.20715], [-1.80263, 2.02235, 0.82948], [-0.06536, 2.24854, 0.66856], [-1.86827, -0.12748, 0.19579], [-1.52293, -0.60142, -1.48222], [0.65928, 0.08704, 0.51992], [1.25016, -0.04921, -1.93011], [2.10027, -1.26589, -0.95959], [0.69595, -1.71116, -1.95754], [0.16722, -2.73877, 0.20641], [-1.01678, -3.88099, 1.88840], [0.41528, -3.47960, 2.85049], [-2.87524, -1.97588, 3.02078], [-3.12285, -3.73899, 2.97832], [-3.02923, -1.96507, 5.46174], [-2.29148, -4.58066, 5.61557], [-3.42990, -3.91105, 6.78622], [-4.04916, -5.72074, 4.44158], [-4.92368, -5.54444, 5.96923], [-5.40290, -2.35392, 5.61871], [-5.23051, -2.18917, 3.86004]], "multiplicity": 1, "relative_energy_kcal_mol": 4.0}



Entry 2:
{"formula": "C22H34N4NbO2", "method": "ωB97M-V/def2-TZVPD", "elements": ["C", "N", "C", "Nb", "C", "C", "O", "C", "C", "C", "O", "H", "H", "H", "H", "H", "H", "H", "H", "H", "H", "H", "H", "H", "H", "H", "H", "H", "H", "H", "N", "C", "C", "C", "C", "C", "H", "H", "H", "H", "H", "N", "C", "C", "C", "C", "C", "H", "H", "H", "H", "H", "N", "C", "C", "C", "C", "C", "H", "H", "H", "H", "H"], "xyz": [[-2.08544, -2.54689, -2.41741], [-1.35936, -2.34118, -3.67789], [-0.43068, -1.18594, -3.68006], [1.18430, -1.20035, -2.06578], [1.64762, -3.42282, -2.37585], [3.08289, -3.52090, -2.99593], [2.98386, -3.76038, -4.40354], [0.68624, 0.98560, -1.57834], [1.77276, 1.39025, -0.49992], [1.59199, 0.71874, 0.87932], [1.30059, 2.16405, 0.61310], [-3.12486, -2.85257, -2.66037], [-2.12966, -1.62683, -1.82157], [-1.60255, -3.35102, -1.82856], [-0.91845, -3.18642, -4.01202], [-0.99045, -0.22875, -3.68480], [0.09104, -1.21594, -4.66262], [2.39951, -0.69009, -3.36083], [2.61942, -1.17369, -0.90214], [0.05146, -1.66729, -0.70976], [0.87397, -3.96989, -2.94095], [1.70844, -3.84727, -1.35171], [3.68011, -4.31821, -2.52052], [3.60160, -2.56381, -2.80306], [2.43400, -3.04177, -4.75002], [0.86558, 1.67365, -2.42341], [-0.27695, 1.12943, -1.06322], [2.80850, 1.54086, -0.85289], [2.54703, 0.54912, 1.37945], [0.63090, 0.28766, 1.15117], [-1.32329, -1.25294, 3.46251], [-1.99797, -0.16658, 3.07579], [-2.44626, 0.81301, 3.94969], [-2.18591, 0.65870, 5.30053], [-1.48960, -0.46067, 5.72391], [-1.08236, -1.37895, 4.76834], [-2.18049, -0.08779, 2.00928], [-2.98581, 1.67461, 3.57919], [-2.52127, 1.40252, 6.01433], [-1.26611, -0.61828, 6.77096], [-0.53053, -2.26922, 5.05252], [3.80426, 0.77631, -4.99315], [3.78228, 0.10702, -6.14399], [4.92053, -0.31661, -6.81370], [6.15441, -0.02487, -6.25673], [6.20002, 0.67126, -5.06036], [5.00003, 1.04455, -4.47284], [2.79325, -0.09661, -6.54194], [4.84109, -0.86052, -7.74578], [7.06851, -0.33701, -6.74793], [7.14362, 0.91848, -4.59170], [4.98475, 1.58678, -3.53299], [-4.29125, 2.94371, 7.34507], [-4.31054, 4.06546, 6.62260], [-5.47129, 4.66650, 6.16124], [-6.68327, 4.06826, 6.46268], [-6.68716, 2.90193, 7.20966], [-5.46994, 2.38520, 7.62485], [-3.33806, 4.49561, 6.40827], [-5.42573, 5.57810, 5.58090], [-7.61311, 4.50522, 6.11970], [-7.61272, 2.40378, 7.46507], [-5.42354, 1.47570, 8.21421]], "charge": -1, "multiplicity": 1}



Entry 3:
{"formula": "C22H34NP3Tl", "method": "ωB97M-V/def2-TZVPD", "elements": ["C", "C", "C", "C", "C", "C", "C", "C", "C", "C", "C", "C", "C", "H", "H", "H", "H", "H", "H", "H", "N", "Tl", "C", "H", "H", "C", "H", "H", "P", "P", "C", "H", "H", "H", "C", "H", "H", "H", "C", "H", "H", "H", "C", "H", "H", "H", "H", "H", "C", "P", "C", "C", "H", "H", "H", "H", "H", "H", "H", "H", "H"], "xyz": [[-1.77615, 3.01317, -3.31727], [-1.48910, 1.70282, -2.92778], [-0.11853, 1.25508, -2.81134], [0.90393, 2.12971, -3.47679], [0.57747, 3.53456, -3.21682], [-0.73097, 3.94189, -3.32847], [2.17922, 1.54864, -3.66788], [2.47913, 0.23581, -3.18171], [1.32436, -0.48615, -2.56898], [1.49528, -1.92089, -2.48006], [2.76230, -2.48484, -2.50716], [3.87042, -1.63550, -2.43283], [3.71930, -0.27423, -2.59112], [-2.80782, 3.32221, -3.52265], [1.35889, 4.30325, -3.03056], [-0.99756, 4.99678, -3.51427], [3.03883, 2.29262, -3.36549], [2.89013, -3.58161, -2.53145], [4.85697, -2.10467, -2.32727], [4.58381, 0.37943, -2.36661], [0.22801, 0.15306, -2.14154], [2.34015, 3.09183, 1.34186], [-2.64793, 0.78156, -2.56788], [-2.56920, -0.19415, -3.07149], [-3.63578, 1.20791, -2.81901], [0.27941, -2.84796, -2.34258], [-0.52876, -2.59304, -3.04636], [0.51617, -3.91893, -2.48413], [-2.67309, 0.38333, -0.74826], [-0.40968, -2.70199, -0.67494], [0.91115, -2.89961, 0.52116], [0.65324, -2.39516, 1.46349], [1.05707, -3.97460, 0.70715], [1.84279, -2.47453, 0.12833], [-1.71970, -3.88872, -0.41864], [-1.33548, -4.72412, 0.17980], [-2.53952, -3.39335, 0.12263], [-2.08964, -4.25556, -1.38309], [-2.57123, 2.09724, -0.06168], [-3.31835, 2.74585, -0.54346], [-2.74981, 2.07411, 1.02278], [-1.56674, 2.50441, -0.24705], [-4.47825, 0.11440, -0.53504], [-4.70462, 0.08820, 0.54061], [-5.05140, 0.91385, -1.01890], [-4.74438, -0.85368, -0.97355], [2.28033, 1.71203, 0.56157], [-0.93277, -1.38511, -0.57800], [-0.91643, 0.02004, 2.49446], [0.45762, 1.06001, 1.95286], [0.14975, 2.60358, 2.94822], [1.89191, 0.44828, 2.93848], [-1.84938, 0.58049, 2.38529], [-0.73621, -0.24195, 3.53866], [-0.94818, -0.87408, 1.86318], [0.31194, 2.38326, 4.00838], [0.77968, 3.52283, 2.75416], [-0.85808, 2.96920, 2.72475], [1.66427, 0.55888, 4.00432], [2.06357, -0.60687, 2.68076], [2.85975, 0.95580, 2.74489]], "charge": 1, "multiplicity": 1, "relative_energy_kcal_mol": 115.6}



no.,strongest force on any atom (eV/A),HOMO (eV)
1,0.5,-8.509
2,3.4,-3.676
3,5.0,-8.740